Model a:
A single C3H4N2S molecule, computed with ωB97M-V with the def2-TZVPD basis set.

Last column: Mulliken charge in e.
Element x y z (Å)
N  -0.297  2.267  1.103  -0.36
H  -0.018  2.968  1.743  0.29
H  -1.815  -1.261  -0.391  0.28
S  0.717  -2.230  -2.313  -0.05
H  1.303  0.091  -1.043  0.47
C  -0.362  -0.195  0.200  0.82
N  -1.526  -0.730  0.342  -0.63
C  0.755  -0.666  -0.706  -0.96
C  -0.133  1.071  1.140  -0.19
H  1.377  -1.316  -0.074  0.33

Results
HOMO-LUMO gap (alpha / beta)	9.555 / 5.012	eV
2S+1	1

---

Model b:
A single C3H4N2S molecule, computed with ωB97M-V with the def2-TZVPD basis set.

Last column: Mulliken charge in e.
Element x y z (Å)
C  -0.099  0.725  -0.106  -0.03
H  0.396  -1.467  -0.326  0.29
C  2.124  -0.280  -0.119  0.06
N  -1.373  0.811  -0.097  -0.44
N  3.248  -0.177  -0.373  -0.37
C  0.738  -0.463  0.170  -0.16
S  -2.507  -0.506  -0.216  -0.15
H  -3.603  0.298  -0.104  0.18
H  0.716  -0.648  1.235  0.24
H  0.359  1.706  -0.064  0.39

Results
SMILES	N#CC/C=N\S
HOMO-LUMO gap	10.109	eV
2S+1	1

---

Energetically preferred structure: model b | next structure: +0.1616 hartree

---

Model a:
2 unconnected molecules or ions with the total composition C3H4N2S, computed with ωB97M-V with the def2-TZVPD basis set.

Last column: Mulliken charge in e.
Element x y z (Å)
C  0.436  -0.810  -0.961  0.52
H  0.364  -0.334  0.887  0.24
C  -0.781  1.337  2.135  0.43
N  0.679  -0.092  -0.034  -0.45
N  0.360  1.702  2.134  -0.51
H  0.926  1.304  1.384  0.51
C  0.205  -1.249  -2.200  -0.95
H  -0.676  -0.939  -2.708  0.23
H  0.761  -1.817  -2.908  0.28
S  -2.274  0.898  2.272  -0.30

Results
SMILES	C=C=N.N=C=S
HOMO-LUMO gap	9.891	eV
2S+1	1

---

Model b:
A single C3H4N2S molecule, computed with ωB97M-V with the def2-TZVPD basis set.

Last column: Mulliken charge in e.
Element x y z (Å)
C  0.074  -0.624  -1.081  -0.09
N  -0.208  1.303  -0.256  0.11
C  0.024  -0.954  0.340  -0.32
N  -0.113  0.559  -1.373  -0.58
C  0.093  0.623  0.832  0.00
H  0.774  -1.792  0.754  0.31
S  0.442  1.031  2.360  -0.34
H  0.114  2.384  -0.359  0.33
H  -0.020  -1.425  -1.828  0.36
H  -1.179  -1.105  0.612  0.22

Results
SMILES	S=C1CC=NN1
HOMO-LUMO gap	8.695	eV
2S+1	1

---

Energetically preferred structure: model a | next structure: +0.0048 hartree